C5H15N2O | wB97M-V/def2-TZVPD

Bonds (Å) are listed after each position.
Positions of all 23 atoms, in Å:
1 C 1.348 -1.999 0.002  C6 1.305, H9 1.156, H10 1.045
2 N -0.778 0.349 -1.203  C3 1.443, H11 1.041
3 C -2.135 -0.034 -0.895  N2 1.443, C4 1.578, H12 1.170, H13 1.133
4 C -2.627 0.406 0.539  C3 1.578, O5 1.511, H14 1.137, H15 1.080
5 O -4.117 0.165 0.622  C4 1.511, H16 0.975
6 C 1.345 -1.966 1.307  C1 1.305, H17 1.119, H18 1.099
7 N 1.725 0.995 0.279  C8 1.498, H19 1.026, H20 1.029
8 C 2.930 1.279 -0.563  N7 1.498, H21 1.086, H22 1.142, H23 1.103
9 H 0.852 -1.060 -0.454  C1 1.156
10 H 1.942 -2.639 -0.573  C1 1.045
11 H -0.975 1.050 -1.947  N2 1.041
12 H -2.403 -1.174 -0.881  C3 1.170
13 H -2.998 0.372 -1.506  C3 1.133
14 H -2.367 1.505 0.669  C4 1.137
15 H -2.108 -0.133 1.316  C4 1.080
16 H -4.235 -0.046 1.566  O5 0.975
17 H 1.439 -0.860 1.448  C6 1.119
18 H 1.086 -2.684 2.098  C6 1.099
19 H 0.903 0.705 -0.262  N7 1.026
20 H 1.435 1.831 0.804  N7 1.029
21 H 3.702 0.526 -0.434  C8 1.086
22 H 2.553 1.218 -1.639  C8 1.142
23 H 3.482 2.195 -0.294  C8 1.103

Results
E_HOMO (spin up / spin down) = -17.354 / -17.355 eV
electronic energy = -10427.9690 eV
net charge = +2
<S²> = 0.755
2S+1 = 2
LUMO level (spin up / spin down) = -12.924 / -12.939 eV